[1]
C8H13OS | ωB97M-V/def2-TZVPD

Each line ends with the Löwdin charge.
Cartesian coordinates (Å):
C  3.77287  -1.22445  0.22388  -0.027
H  -2.04188  1.71877  -1.37031  0.089
C  0.81805  1.34474  -1.00624  -0.283
H  -1.10363  -1.78842  -0.48274  0.111
H  3.71705  -1.50672  1.25767  0.094
H  -1.36385  -1.29113  1.60458  0.106
H  -1.76721  -0.69182  -1.77500  0.086
H  -2.36837  0.21545  1.80485  0.062
H  -2.07590  2.38123  0.33433  0.106
H  -2.70675  -1.18156  -0.32910  0.108
O  1.44568  -0.79461  0.49184  0.076
C  -1.46983  -0.19936  1.54710  0.037
C  -1.35100  0.32086  0.05611  -0.582
S  2.56327  0.94723  -0.97874  1.102
H  3.89461  -2.21174  -0.23913  0.110
C  -1.73143  -0.91112  -0.74368  -0.026
C  -0.10287  0.77547  -0.37315  0.050
C  -2.22661  1.53676  -0.33582  0.022
H  4.69580  -0.71307  -0.07619  0.094
H  -0.53957  0.20423  1.91925  0.086
H  -3.31992  1.18931  -0.08982  0.158
H  0.79598  2.39290  -1.41725  0.147
C  2.46552  -0.51295  -0.02244  -0.726

Output
* total charge: +1
* Kohn-Sham gap: 8.323 eV
* relative energy (zero: lowest compared OMol25 entry of this formula, charge and spin): 37.6 kcal/mol
* HOMO energy: -0.51368 Eh

=====

[2]
C8H13PS | ωB97M-V/def2-TZVPD

Each line ends with the Löwdin charge.
Cartesian coordinates (Å):
H  2.99635  3.59844  1.19323  0.090
H  0.82665  -1.68457  2.40475  0.071
H  -2.34309  -1.73465  -1.25958  0.045
C  -1.65023  -0.92420  -1.29624  -0.544
C  2.28086  3.02442  0.67133  -0.213
P  -0.08503  -1.50820  -0.52248  1.028
H  -1.81442  -2.42839  0.97464  0.095
H  2.59516  1.02445  1.57014  0.079
H  -1.46447  -1.12156  -3.53679  0.088
C  -1.35907  -0.34769  -2.70253  -0.207
H  -2.12269  -0.13708  -0.57765  0.106
C  1.58950  3.48296  -0.37894  -0.436
C  -0.91882  -1.73546  1.20478  -0.482
H  -2.08122  0.42617  -3.01078  0.064
H  0.33202  -3.48232  1.87475  0.079
S  0.50109  2.29401  -1.06699  0.874
H  1.40247  4.46362  -0.78295  0.052
C  1.17549  1.10482  0.06922  -0.394
C  0.03429  -2.43381  2.16960  -0.217
H  -0.34633  0.11218  -2.60385  0.008
H  -0.32246  -2.79592  3.13220  0.052
C  2.05640  1.64529  0.90665  -0.267
H  -1.28245  -0.84251  1.56749  0.028

Output
* total charge: 0
* Kohn-Sham gap (spin up / spin down): 8.047 / 7.347 eV
* relative energy (zero: lowest compared OMol25 entry of this formula, charge and spin): 74.0 kcal/mol
* HOMO energy (spin up / spin down): -0.32232 / -0.30244 Eh